A | C19H23N3OS | wB97M-V/def2-TZVPD

Output
2S+1: 1
Kohn-Sham gap: 8.023 eV
SMILES: COc1ccc(N2CCN(C(=S)NCc3ccccc3)CC2)cc1
Molar mass: 341.5 g mol⁻¹
E_LUMO: 0.654 eV
HOMO level: -7.37 eV

Geometry as XYZ:
```
47
Properties=species:S:1:pos:R:3:mulliken_charge:R:1
C -7.5136 -1.4792 1.4854 -0.82
O -6.9448 -1.4327 0.2017 -0.46
C -5.7360 -0.8111 0.0520 0.74
C -5.0011 -0.2252 1.0714 -0.77
C -3.7772 0.3683 0.8052 -0.60
C -3.2498 0.4083 -0.4837 0.67
N -2.0544 1.0564 -0.8038 0.02
C -1.1001 0.3822 -1.6536 -0.88
C -0.1294 -0.4774 -0.8160 -0.73
N 0.5591 0.3593 0.1458 0.01
C 1.7854 0.9116 -0.0523 0.59
S 2.2688 2.2660 0.7797 -0.43
N 2.6086 0.3201 -0.9533 -0.10
C 4.0065 0.6762 -1.1083 -1.56
C 4.9008 -0.3009 -0.3909 0.71
C 5.6228 -1.2559 -1.0938 -0.38
C 6.4130 -2.1726 -0.4219 -0.51
C 6.4807 -2.1476 0.9603 -0.39
C 5.7587 -1.2010 1.6685 -0.64
C 4.9730 -0.2823 0.9972 -0.13
C -0.3943 1.0115 1.0242 -0.96
C -1.3672 1.8543 0.1883 -0.98
C -4.0140 -0.1687 -1.5060 -0.20
C -5.2224 -0.7705 -1.2444 -0.77
H -7.7005 -0.4749 1.8805 0.33
H -8.4622 -2.0014 1.3699 0.23
H -6.8810 -2.0327 2.1878 0.33
H -5.3600 -0.2247 2.0888 0.37
H -3.2422 0.8008 1.6358 0.27
H -1.6106 -0.2541 -2.3740 0.42
H -0.5225 1.1395 -2.1962 0.35
H 0.5617 -0.9963 -1.4787 0.34
H -0.7044 -1.2270 -0.2602 0.27
H 2.3927 -0.6230 -1.2410 0.31
H 4.1282 1.6818 -0.6981 0.50
H 4.2350 0.6914 -2.1786 0.43
H 5.5734 -1.2771 -2.1740 0.33
H 6.9754 -2.9080 -0.9788 0.37
H 7.0964 -2.8635 1.4846 0.37
H 5.8110 -1.1765 2.7469 0.39
H 4.4137 0.4605 1.5462 0.37
H 0.1490 1.6412 1.7288 0.39
H -0.9329 0.2304 1.5690 0.43
H -2.0893 2.3661 0.8220 0.55
H -0.7859 2.6149 -0.3454 0.36
H -3.6678 -0.1258 -2.5272 0.45
H -5.8020 -1.2115 -2.0399 0.41
```

=====

B | C19H23N3OS | wB97M-V/def2-TZVPD

Output
2S+1: 1
Kohn-Sham gap: 8.176 eV
SMILES: NCCCCc1c(CCC(N)=O)ccc2c1Sc1ccccc1N2
Molar mass: 341.5 g mol⁻¹
E_LUMO: 0.397 eV
HOMO level: -7.78 eV

Geometry as XYZ:
```
47
Properties=species:S:1:pos:R:3:mulliken_charge:R:1
N 0.0608 4.4398 3.0027 -0.64
C -0.3774 3.0340 3.3601 -0.60
C 0.7234 1.9674 2.8014 -0.46
C 0.3771 1.7537 1.2415 0.81
C 1.6712 1.4567 0.3173 -1.11
C 1.1483 0.5935 -0.9318 0.41
C 0.2913 1.1978 -2.0984 0.30
C -0.1524 2.7368 -2.1209 -0.89
C -1.7199 2.9376 -1.6797 -0.48
C -2.4568 1.5693 -1.3246 0.31
N -2.5638 1.0268 0.0686 -0.45
O -3.0383 0.8726 -2.2159 -0.56
C -0.1427 0.2642 -3.2724 -0.27
C 0.1869 -1.2509 -3.3453 -0.87
C 0.9924 -1.8555 -2.1739 0.47
C 1.4692 -0.9157 -1.0036 0.03
S 2.4331 -1.8093 0.3288 -0.30
C 1.4160 -3.3708 0.4910 0.39
C 1.0746 -3.9925 1.8613 -0.39
C 0.1873 -5.2623 1.9119 -0.44
C -0.3091 -5.8283 0.5447 -0.39
C 0.0341 -5.2244 -0.8372 -0.57
C 0.9269 -3.9497 -0.8888 0.37
N 1.3129 -3.2931 -2.1627 -0.28
H 0.3350 4.4769 2.0100 0.26
H 0.9141 4.6245 3.5483 0.25
H -0.5492 2.9199 4.4814 0.32
H -1.3824 2.8843 2.8285 0.30
H 0.4655 0.9771 3.3367 0.25
H 1.7998 2.3015 3.0007 0.32
H -0.2773 0.8071 1.1849 -0.07
H -0.1398 2.6755 0.8045 -0.45
H 2.2238 2.4084 -0.0036 0.29
H 2.4062 0.8685 0.9879 0.39
H 0.0828 3.2639 -3.1055 0.49
H 0.4495 3.2454 -1.2747 0.09
H -1.8020 3.6229 -0.7528 0.32
H -2.2609 3.4069 -2.5732 0.33
H -2.1747 0.0704 0.1086 0.25
H -3.5718 0.8975 0.2865 0.30
H -0.7637 0.7505 -4.0937 0.31
H -0.1734 -1.8826 -4.2260 0.20
H 1.4980 -3.4784 2.7951 0.29
H -0.0964 -5.7117 2.9228 0.32
H -0.9929 -6.7531 0.6043 0.27
H -0.3629 -5.6679 -1.8220 0.21
H 0.8275 -3.8050 -2.9228 0.35
```

=====

Least stable: B

=====

A | C10H15NS | wB97M-V/def2-TZVPD

Output
2S+1: 1
Kohn-Sham gap (spin up / spin down): 6.806 / 6.144 eV
Molar mass: 181.3 g mol⁻¹
E_LUMO (spin up / spin down): -0.050 / -0.234 eV
HOMO level (spin up / spin down): -6.86 / -6.38 eV

Geometry as XYZ:
```
27
Properties=species:S:1:pos:R:3:mulliken_charge:R:1
C 0.5903 -1.4817 2.2147 -1.09
C -0.7159 -2.6688 -1.4202 -1.16
C 1.0304 -1.2192 0.9690 0.15
C -1.6729 -1.9288 -0.8022 1.46
C -1.8941 -0.6029 -1.0601 -0.47
C 0.5077 0.8877 -0.1930 -0.25
C -2.4949 -2.4873 0.3383 -1.17
C 0.2574 3.2613 0.2894 -1.39
C 2.4328 2.3694 -0.6497 -1.43
C 0.9053 2.2245 -0.6349 0.73
N 1.0381 -0.0120 0.4125 -0.10
S -2.7531 0.5573 -1.6869 -0.29
H 0.7005 -2.4677 2.6270 0.31
H 0.1097 -0.7346 2.8208 0.30
H -0.5745 -3.7020 -1.1622 0.34
H -0.1313 -2.2699 -2.2288 0.34
H 1.5081 -1.9834 0.3689 0.36
H -1.9406 -2.4068 1.2736 0.21
H -3.4307 -1.9405 0.4406 0.36
H -2.7142 -3.5346 0.1469 0.36
H -0.8234 3.1518 0.2854 0.35
H 0.6200 3.1410 1.3086 0.35
H 0.5096 4.2626 -0.0552 0.38
H 2.7106 3.3671 -0.9794 0.42
H 2.8340 2.2051 0.3485 0.31
H 2.8793 1.6427 -1.3241 0.35
H 0.5118 2.3696 -1.6476 0.26
```

=====

B | C10H15NS | wB97M-V/def2-TZVPD

Output
2S+1: 1
Kohn-Sham gap: 9.486 eV
Molar mass: 181.3 g mol⁻¹
E_LUMO: 0.656 eV
HOMO level: -8.83 eV

Geometry as XYZ:
```
27
Properties=species:S:1:pos:R:3:mulliken_charge:R:1
C -0.7183 1.3093 0.0413 -0.08
C 0.5306 1.4089 -0.5714 -0.24
C -1.3176 2.6169 0.0424 -0.13
C -0.0910 -0.5204 0.1662 1.77
C 1.1513 0.1041 -0.5828 1.67
C -2.5452 3.0853 0.7919 -1.25
C -1.0123 -1.4922 -0.5487 -1.52
C 0.1444 -0.8006 1.6045 -1.81
C 2.4187 -0.0205 0.2518 -1.50
C 1.3269 -0.3115 -2.0166 -1.79
N -0.5590 3.5345 -0.5497 -0.56
S 0.8490 2.9952 -1.1166 0.00
H -3.4566 3.1224 0.0596 0.25
H -2.8192 2.3474 1.5032 0.33
H -2.3866 4.0775 1.1995 0.37
H -0.9460 -1.3963 -1.7177 0.27
H -2.0795 -1.2541 -0.2056 0.32
H -0.7412 -2.4652 -0.3312 0.52
H 1.1329 -1.2269 1.9425 0.42
H -0.5189 -1.5622 1.8980 0.53
H -0.1469 0.1147 2.3520 0.23
H 2.7293 -1.0901 0.0406 0.41
H 2.3911 0.1022 1.3736 0.36
H 3.3100 0.5492 -0.2795 0.30
H 0.4293 -0.0054 -2.7085 0.38
H 1.5347 -1.4039 -2.2095 0.37
H 2.3222 0.2236 -2.3397 0.39
```

=====

Least stable: A

=====

A | C5H4F2 | wB97M-V/def2-TZVPD

Output
2S+1: 1
Kohn-Sham gap: 8.988 eV
SMILES: FC1(F)C=CC=C1
Molar mass: 102.1 g mol⁻¹
E_LUMO: -0.191 eV
HOMO level: -9.18 eV

Geometry as XYZ:
```
11
Properties=species:S:1:pos:R:3:mulliken_charge:R:1
F -1.9308 -1.1183 -0.0696 -0.28
C -1.0118 -0.1312 -0.4423 1.57
F -1.6040 0.5594 -1.4893 -0.27
C -0.4579 0.7871 0.7654 -0.88
C 0.8125 0.5615 0.9984 -0.21
C 1.2170 -0.1987 -0.0939 -0.13
C 0.2217 -0.6790 -0.8397 -1.09
H -1.2896 1.4023 1.3259 0.26
H 1.4803 0.7529 1.8309 0.40
H 2.2121 -0.6936 -0.1764 0.34
H 0.3504 -1.2424 -1.8093 0.30
```

=====

B | C5H4F2 | wB97M-V/def2-TZVPD

Output
2S+1: 1
Kohn-Sham gap: 8.453 eV
Molar mass: 102.1 g mol⁻¹
E_LUMO: -0.785 eV
HOMO level: -9.24 eV

Geometry as XYZ:
```
11
Properties=species:S:1:pos:R:3:mulliken_charge:R:1
C -0.2372 0.2225 0.1819 0.49
C -1.2345 1.0377 0.8366 -0.65
C -0.9886 -0.3485 1.3521 -0.38
C 0.0516 -0.1694 -1.2550 -0.76
C 1.1417 0.3845 -0.4248 0.82
F 2.1383 -0.4061 0.0125 -0.27
F 1.6367 1.6095 -0.6408 -0.27
H -0.4869 -0.4632 2.3025 0.24
H -1.7385 -1.1033 1.1541 0.25
H 0.0797 -1.2235 -1.4904 0.26
H -0.3624 0.4597 -2.0286 0.27
```

=====

Least stable: B